25
Properties=species:S:1:pos:R:3 method="wB97M-V/def2-TZVPD" homo_ev=-12.87 gap_ev=7.3 relative_energy_ev=0.379 total_charge=+1
C -0.46 -2.50 -1.46
C -1.45 -0.61 -0.44
C -0.17 -1.17 -0.91
C -1.76 0.24 0.50
C 1.72 1.16 0.33
C -2.42 -1.46 -1.23
C 1.53 0.66 1.72
C 2.14 2.59 0.14
C -2.34 0.97 1.37
N 1.10 -0.82 -0.99
N 1.72 0.43 -0.71
O -1.78 -2.68 -1.63
F -2.61 0.67 2.61
I -2.40 3.03 0.77
I 0.15 -3.92 0.29
H 0.18 -2.89 -2.29
H -3.37 -1.77 -0.73
H -2.74 -0.95 -2.24
H 1.40 1.64 2.23
H 0.69 -0.11 1.92
H 2.41 0.03 2.05
H 1.10 2.99 0.12
H 2.88 3.09 0.86
H 2.58 2.74 -0.87
H 1.90 -1.37 -1.40